(1)
{"formula": "C27H34N5O5P2", "method": "ωB97M-V/def2-TZVPD", "elements": ["H", "H", "H", "C", "H", "H", "C", "C", "N", "C", "C", "H", "C", "O", "P", "H", "C", "N", "H", "H", "O", "H", "O", "O", "C", "C", "H", "P", "H", "C", "C", "C", "H", "C", "H", "C", "H", "H", "H", "O", "C", "H", "H", "H", "C", "H", "H", "H", "C", "C", "C", "C", "H", "C", "C", "C", "H", "C", "H", "H", "H", "H", "C", "H", "H", "H", "N", "H", "C", "N", "H", "N", "C"], "coordinates": [[5.034, 1.521, 1.180], [-3.099, 2.207, -3.111], [-7.785, -2.631, -2.803], [-3.287, -1.583, 0.867], [0.136, 4.683, -0.580], [-2.386, 1.297, -1.459], [3.835, -0.061, 0.375], [-6.576, -4.070, -3.856], [4.523, -2.303, 0.908], [-4.909, 2.163, 6.607], [-2.588, 1.943, 5.229], [-7.389, -4.468, -4.450], [6.452, -1.424, -1.723], [-0.841, 2.910, -0.873], [-2.055, 2.497, -2.155], [-0.785, 5.567, -2.284], [5.767, -0.428, 1.731], [-4.898, 1.379, 5.532], [6.190, -2.512, 2.079], [-3.736, -3.157, 2.263], [-1.594, 3.920, -3.111], [-0.916, -0.147, 3.452], [1.805, 2.407, -2.825], [2.066, 2.338, -0.275], [5.538, -1.789, 1.600], [8.115, -2.503, -3.578], [-1.274, 0.926, 1.222], [1.694, 3.154, -1.428], [3.138, 0.601, -0.125], [-2.304, -1.741, 3.032], [-1.799, 0.015, 1.500], [-3.805, 2.871, 7.056], [8.777, -2.900, -4.341], [-3.168, -2.255, 2.077], [-5.856, 2.226, 7.133], [6.811, -0.773, -2.895], [6.713, -3.233, -0.599], [-5.069, -5.360, -4.697], [-3.875, 3.496, 7.936], [2.708, 4.379, -1.634], [0.030, 3.868, -1.307], [-1.029, 1.759, -2.904], [-3.769, 0.639, 3.989], [-1.733, 3.294, 6.664], [-3.750, 1.279, 4.863], [-2.987, 3.309, -1.401], [0.316, 4.712, -3.360], [-2.181, -2.234, 3.989], [7.819, -3.243, -2.444], [4.895, 0.450, 1.104], [-5.721, -2.577, -2.210], [-2.619, 2.756, 6.349], [2.878, -1.889, -0.245], [-5.290, -4.568, -3.995], [-1.603, -0.582, 2.738], [3.696, -1.443, 0.309], [2.306, 4.969, -2.297], [-4.285, -4.022, -3.211], [6.425, 0.217, -3.114], [-5.852, -1.775, -1.491], [-3.264, -4.382, -3.290], [-1.687, 1.827, 4.645], [-6.799, -3.053, -2.944], [-3.943, -1.952, 0.086], [5.792, -0.960, -1.012], [6.605, -0.068, 2.314], [-4.483, -3.046, -2.331], [1.176, 1.661, -2.820], [-0.471, 4.566, -2.609], [-2.622, -0.469, 0.578], [8.243, -4.229, -2.308], [7.627, -1.288, -3.814], [6.971, -2.689, -1.498]], "e_tot_ha": -2381.99403, "gap_ev": 7.0412, "charge": -1, "spin_multiplicity": 1}



(2)
{"formula": "C24H12CuF15GeS4", "method": "ωB97M-V/def2-TZVPD", "elements": ["Ge", "C", "S", "F", "C", "H", "H", "C", "F", "C", "C", "H", "C", "H", "F", "F", "H", "C", "H", "F", "C", "H", "H", "F", "H", "F", "C", "C", "S", "H", "C", "S", "F", "Cu", "C", "C", "H", "F", "F", "C", "C", "C", "H", "C", "F", "C", "C", "C", "C", "S", "C", "F", "F", "F", "C", "C", "F"], "coordinates": [[0.740, -0.061, 4.390], [0.429, -1.044, -2.311], [1.698, -0.679, 2.459], [-1.499, -4.668, 7.620], [-1.659, 1.369, -1.020], [-1.265, -2.367, -2.251], [0.963, -1.630, -3.058], [-3.026, 1.289, 3.036], [-4.172, 3.333, 3.142], [-3.103, 2.612, 3.438], [-0.354, -3.972, 5.697], [-0.125, -0.278, -2.848], [4.247, 2.358, 6.459], [-1.116, 1.288, -1.957], [4.164, 3.854, 4.642], [-1.868, -0.732, 2.948], [0.740, 3.434, -1.106], [-2.375, 0.066, -0.674], [-2.406, 2.153, -1.144], [-1.723, -2.099, 8.470], [0.958, 2.463, -0.662], [-3.071, 0.228, 0.152], [0.888, 1.555, -2.640], [0.032, 2.982, 5.145], [1.705, 2.623, 0.117], [5.230, 3.051, 7.006], [-0.992, -3.687, 6.894], [-1.900, 0.557, 3.346], [1.674, -0.225, -1.252], [0.029, -2.836, -1.166], [-0.937, 2.406, 4.433], [-0.492, 1.899, 0.277], [-0.678, -0.098, 6.961], [0.361, -0.178, 0.892], [-1.106, -2.374, 7.329], [2.682, 2.023, 4.699], [2.486, 1.878, -2.029], [4.299, 0.826, 8.238], [-4.023, 0.740, 2.336], [-0.567, -1.372, 6.550], [0.174, -2.938, 4.944], [3.703, 2.767, 5.250], [-2.971, -0.268, -1.525], [-0.815, 1.088, 4.019], [2.312, -0.598, 7.130], [-0.515, -1.976, -1.562], [2.740, 0.501, 6.504], [1.497, 1.523, -1.739], [0.090, -1.621, 5.356], [-1.366, -1.331, -0.095], [-2.056, 3.174, 4.150], [-2.131, 4.434, 4.553], [0.774, -3.251, 3.789], [-0.257, -5.229, 5.280], [2.165, 0.891, 5.307], [3.768, 1.220, 7.089], [2.164, 2.418, 3.520]], "s2": 0.76, "e_tot_ha": -7729.64848, "gap_ev": [9.5636, 6.3171], "charge": 1, "spin_multiplicity": 2}



(3)
{"formula": "C4H8N2O", "method": "ωB97M-V/def2-TZVPD", "elements": ["H", "H", "H", "H", "H", "H", "C", "O", "N", "N", "H", "C", "C", "H", "C"], "coordinates": [[2.362, -0.336, -1.032], [-3.851, -1.282, -1.668], [1.192, -1.572, -1.108], [0.964, -0.108, -1.995], [-2.145, 1.536, 0.503], [-2.129, -0.452, -1.322], [-3.259, -0.581, -1.132], [-3.784, 0.098, -0.258], [-1.118, 1.685, 0.526], [1.435, -0.213, 1.397], [0.957, -0.509, 2.203], [0.743, -0.025, 0.211], [-0.178, 0.923, 0.266], [2.156, -0.949, 1.221], [1.363, -0.504, -1.133]], "e_tot_ha": -341.84422, "gap_ev": 7.6364, "smiles": "CC(N)=C=N.C=O", "spin_multiplicity": 1}



(4)
{"formula": "C25H51N2O18P4", "method": "ωB97M-V/def2-TZVPD", "elements": ["C", "H", "H", "H", "H", "N", "H", "H", "C", "C", "H", "H", "C", "H", "O", "H", "N", "H", "O", "H", "H", "H", "C", "H", "H", "O", "H", "H", "H", "C", "P", "H", "H", "H", "C", "O", "O", "O", "C", "H", "C", "O", "H", "P", "O", "H", "H", "O", "H", "C", "H", "H", "C", "C", "C", "O", "H", "H", "O", "H", "O", "C", "C", "O", "C", "H", "O", "H", "H", "P", "H", "C", "C", "C", "H", "C", "O", "H", "C", "H", "H", "O", "O", "C", "H", "O", "H", "H", "H", "H", "C", "H", "P", "H", "C", "C", "H", "H", "H", "H"], "coordinates": [[-0.210, -3.631, -2.994], [0.326, -3.094, -2.213], [4.775, -3.913, -3.010], [-1.149, 6.312, 1.642], [-6.546, -2.710, 7.884], [7.251, -2.718, 0.814], [-1.340, 11.064, -3.730], [-2.313, -4.121, 0.498], [-3.530, -5.843, 5.994], [-5.021, -1.550, 4.259], [2.510, -1.004, -0.707], [2.954, -0.193, 0.911], [2.540, -3.242, 2.011], [-2.164, 5.136, 0.774], [-0.178, 5.239, 0.191], [0.397, -3.641, -3.900], [4.604, -5.912, 0.708], [0.647, 4.036, -3.132], [1.401, 4.139, -1.182], [-4.625, -1.096, 3.348], [1.751, 7.329, -6.090], [-0.699, 5.929, -2.498], [5.583, -3.288, -2.486], [4.878, -1.525, -1.256], [-3.370, -6.158, 7.028], [-0.504, 8.213, -5.614], [-1.588, 7.413, -2.906], [-6.350, -3.929, 9.162], [2.090, 3.046, -2.782], [3.411, -2.470, 0.890], [-0.019, 3.676, -0.516], [2.230, 4.808, -2.927], [1.460, -3.333, 1.576], [-1.320, 6.151, -4.147], [-6.376, -3.771, 8.082], [-4.299, -2.743, 4.525], [2.302, -2.921, -2.477], [0.168, 2.094, -1.162], [1.588, 3.995, -2.580], [3.834, -1.995, 5.266], [2.630, -3.669, -1.330], [-3.694, -3.111, -0.678], [4.521, -3.297, 4.048], [-2.561, -3.001, -1.969], [1.829, 8.848, -4.654], [1.429, -1.266, 0.845], [-0.584, 0.189, -1.028], [1.874, -4.703, -1.068], [-0.969, 4.577, 1.981], [2.483, -2.348, 3.388], [8.223, -6.160, -1.459], [-2.759, -6.298, 5.369], [-1.155, 11.028, -4.806], [6.480, -2.614, -0.139], [6.859, -4.277, -2.226], [-5.134, -4.192, 7.534], [4.327, -2.010, 1.448], [6.001, -2.423, -3.132], [-1.897, -1.768, -1.350], [-5.444, -1.726, -2.171], [-1.450, -2.985, -3.281], [-0.936, 1.219, -0.949], [4.437, -4.856, 0.102], [-3.401, -4.434, 5.908], [3.928, -2.317, 4.150], [3.282, 8.211, -5.943], [-1.177, 3.974, -1.473], [1.718, -2.760, 4.151], [-3.907, -3.828, 1.231], [0.213, 8.808, -4.400], [-4.821, -0.928, -3.628], [5.134, -2.644, -1.067], [7.772, -5.183, -1.895], [-0.889, 6.663, -3.284], [-4.896, -0.849, 5.087], [2.516, -1.166, 0.431], [-5.924, -4.201, 5.329], [-0.392, -4.660, -2.678], [2.439, 7.798, -5.384], [-1.363, 1.372, 0.046], [-1.112, 12.048, -5.191], [0.090, 10.394, -5.062], [-3.753, -2.552, -2.997], [-4.535, -1.412, -2.692], [4.552, -1.475, 3.641], [0.348, 7.268, -3.647], [-1.698, 1.389, -1.712], [-7.189, -4.365, 7.659], [2.818, 7.046, -4.688], [-6.082, -1.770, 4.116], [-3.129, -3.400, 0.594], [-1.966, 10.491, -5.304], [-4.742, -3.504, 6.005], [-2.763, -2.480, 1.056], [3.887, -3.382, -0.352], [-1.174, 5.314, 1.200], [2.965, -4.266, 2.332], [-3.994, -0.689, -2.078], [2.145, -1.256, 3.156], [-4.506, -6.193, 5.652]], "e_tot_ha": -3811.93366, "gap_ev": 4.2659, "charge": -1, "spin_multiplicity": 1}



(5)
{"formula": "C4H2F2O", "method": "ωB97M-V/def2-TZVPD", "elements": ["F", "F", "C", "C", "C", "O", "H", "C", "H"], "coordinates": [[-0.561, 0.546, 2.303], [0.030, 1.913, 0.027], [0.413, -0.604, -0.031], [-0.215, 0.675, 0.353], [-1.065, -0.146, -0.456], [1.349, -0.537, -0.984], [1.849, 0.259, -1.051], [-2.104, -0.663, -0.909], [0.303, -1.443, 0.748]], "e_tot_ha": -428.29257, "gap_ev": [9.4327, 9.4334], "spin_multiplicity": 1}



(6)
{"formula": "C4H9NO2", "method": "ωB97M-V/def2-TZVPD", "elements": ["C", "C", "H", "C", "H", "H", "H", "N", "O", "H", "H", "H", "C", "H", "O", "H"], "coordinates": [[-1.394, 0.774, 0.586], [2.345, -0.230, -1.168], [-2.955, -0.595, 1.170], [-1.945, -0.655, 0.754], [3.174, 0.268, -0.636], [-1.344, -1.218, 1.491], [2.345, 0.144, -2.199], [1.032, -0.027, -0.562], [-2.027, -1.316, -0.488], [-1.227, -1.088, -0.950], [-2.053, 1.494, 1.029], [-1.296, 0.999, -0.482], [0.995, 0.663, 0.500], [1.881, 1.094, 0.985], [-0.111, 0.995, 1.189], [2.579, -1.300, -1.220]], "e_tot_ha": -363.01171, "gap_ev": 10.9462, "smiles": "C/N=C/OCCO", "spin_multiplicity": 1}



(7)
{"formula": "C13H33N4O11SZr", "method": "ωB97M-V/def2-TZVPD", "elements": ["H", "Zr", "O", "O", "H", "H", "H", "H", "C", "H", "C", "H", "H", "H", "H", "O", "C", "H", "O", "H", "O", "H", "H", "C", "H", "H", "H", "H", "H", "H", "H", "C", "H", "N", "H", "C", "C", "C", "O", "H", "H", "C", "O", "C", "C", "N", "H", "O", "C", "H", "O", "H", "O", "O", "H", "C", "N", "N", "H", "H", "S", "H", "H"], "coordinates": [[3.575, 3.450, 2.384], [0.129, 0.356, -0.201], [-0.996, 2.021, -0.511], [0.611, -1.656, -0.888], [-4.108, -3.223, -2.178], [2.566, -1.181, 5.262], [-2.596, -1.876, -2.683], [-0.608, -3.367, -0.870], [-4.576, -2.804, -1.284], [-0.777, 1.002, -6.451], [0.241, 0.910, -6.063], [-1.656, -0.839, 1.836], [-4.226, -1.585, 0.959], [0.711, 1.888, -6.015], [0.442, -3.224, 0.480], [-1.997, -0.345, -1.448], [1.651, 3.817, 4.262], [0.091, -1.715, -5.121], [2.050, 1.049, -0.641], [-0.379, 3.282, 2.796], [-1.180, -0.401, 1.142], [0.445, 2.198, -3.980], [1.351, -0.161, 3.579], [-0.488, -0.956, -4.591], [-1.555, -0.897, -4.811], [3.380, 1.922, 3.235], [2.811, 1.045, -1.209], [2.421, 4.582, 4.366], [2.848, 2.034, 1.598], [1.090, -3.673, -1.108], [-3.484, -0.068, 0.336], [2.991, -2.685, 2.189], [2.459, -3.594, 2.492], [-3.839, -1.560, -1.098], [0.800, 0.225, -6.700], [2.987, -1.847, 4.511], [2.897, 2.605, 2.526], [0.472, 2.734, 2.368], [-1.993, 4.123, 0.105], [4.074, -1.844, 4.601], [2.578, -2.827, 4.780], [1.781, -0.690, 2.712], [1.525, -0.461, 1.552], [-4.195, -0.867, 0.135], [-2.747, -1.221, -1.812], [1.617, 3.067, 3.032], [-5.611, -2.647, -1.603], [-3.324, 2.671, -0.844], [0.312, 1.159, -3.652], [1.855, 3.155, 5.112], [0.248, 0.818, -2.499], [-0.417, -1.346, -3.572], [-1.560, 3.611, -2.287], [0.504, 1.965, 1.444], [0.633, 4.200, 4.349], [0.392, -3.003, -0.594], [2.611, -1.664, 3.125], [0.116, 0.348, -4.717], [-4.622, -3.365, -0.352], [-5.194, -0.436, 0.037], [-1.909, 3.113, -0.966], [4.053, -2.932, 2.265], [2.718, -2.389, 1.179]], "e_tot_ha": -2007.21738, "gap_ev": 4.9151, "charge": -1, "spin_multiplicity": 1}



(8)
{"formula": "C6H14N2O2", "method": "ωB97M-V/def2-TZVPD", "elements": ["H", "C", "O", "H", "H", "H", "H", "H", "H", "C", "N", "C", "N", "H", "H", "H", "H", "O", "H", "C", "H", "C", "C", "H"], "coordinates": [[2.839, -1.380, 0.365], [-0.747, 1.235, 3.162], [-1.219, -0.375, 1.028], [0.701, -1.350, -3.332], [0.052, 1.813, 3.629], [-0.989, -1.865, -3.019], [-1.914, 2.394, -0.385], [-0.544, -1.481, -0.640], [1.825, -0.090, 1.027], [-1.140, 0.818, 0.782], [-0.907, 1.725, 1.795], [1.368, -0.747, -0.984], [0.143, -1.239, -1.336], [0.333, -2.900, -2.622], [-0.465, 0.191, 3.228], [-1.998, 0.831, -1.246], [1.190, -1.682, 0.986], [2.086, -0.186, -1.788], [-0.365, 2.545, 1.577], [1.818, -1.008, 0.434], [-0.515, 1.717, -1.082], [0.035, -1.858, -2.643], [-1.431, 1.435, -0.553], [-1.665, 1.340, 3.687]], "e_tot_ha": -497.02602, "gap_ev": 9.8732, "smiles": "CNC(C)=O.CNC(C)=O", "spin_multiplicity": 1}



(9)
{"formula": "C4H8Cl2Si", "method": "ωB97M-V/def2-TZVPD", "elements": ["H", "H", "Si", "H", "H", "C", "H", "H", "C", "Cl", "Cl", "C", "H", "C", "H"], "coordinates": [[1.995, -0.275, 3.395], [-0.104, -1.902, 0.003], [1.556, 0.940, 2.755], [-0.431, 1.025, -0.249], [-1.842, -1.917, -0.333], [-0.553, -0.535, -1.437], [-0.049, 1.303, -2.220], [1.330, 2.428, 0.831], [-0.938, -1.340, -0.223], [-0.282, 1.187, 3.458], [3.787, 2.228, 0.878], [-0.345, 0.748, -1.341], [-1.344, -0.525, 0.525], [2.138, 2.030, 1.506], [-0.502, -0.994, -2.336]], "e_tot_ha": -1366.98902, "gap_ev": 8.1933, "smiles": "Cl/C=[SiH]/Cl.C=CC", "spin_multiplicity": 1}



(10)
{"formula": "As2F12O4RbS", "method": "ωB97M-V/def2-TZVPD", "elements": ["F", "F", "O", "As", "O", "F", "F", "F", "O", "F", "F", "As", "F", "F", "O", "S", "Rb", "F", "F", "F"], "coordinates": [[1.290, 2.819, -1.694], [-1.971, 0.266, 0.087], [2.106, -0.502, 3.350], [-3.322, -0.612, 0.796], [4.452, -0.789, 3.222], [-2.969, -2.046, -0.227], [-4.516, -0.054, -0.376], [0.609, 0.179, -4.030], [3.012, -2.605, 2.502], [-2.233, -1.394, 2.056], [-3.733, 0.682, 1.964], [0.983, 1.456, -2.821], [0.193, 2.621, -3.925], [2.468, 1.822, -3.695], [3.178, -0.730, 1.291], [3.189, -1.196, 2.645], [0.602, 0.036, 0.871], [-0.520, 1.137, -1.894], [-4.680, -1.431, 1.586], [1.863, 0.340, -1.710]], "s2": 0.76, "e_tot_ha": -6393.56994, "gap_ev": [9.4085, 6.6527], "charge": -2, "spin_multiplicity": 2}